# 1
The following is a DFT calculation (ωB97M-V with the def2-TZVPD basis set) of a cluster of 10 separate species, C56H50N10O2S in total in a non-equilibrium geometry.

Results
charge	0
HOMO-LUMO gap	8.14	eV
E_HOMO	-0.3381	Eh
calculated total energy	-3260.085127	Eh

Last column: Mulliken charge in e.
CARTESIAN COORDINATES (ANGSTROEM)
O 2.4315 -3.5169 -3.6387  -0.60
C 1.8895 -4.1694 -2.7671  0.79
C 1.5830 -5.6221 -2.9914  -0.69
C 0.5448 -6.1796 -2.3882  -0.65
C -0.3100 -5.3448 -1.4605  0.31
O -1.4784 -5.5935 -1.2449  -0.60
C 0.4128 -4.2011 -0.7849  1.24
C 0.0069 -3.7835 0.4638  -0.99
C 0.7467 -2.7806 1.0389  -0.03
N 0.4273 -2.3186 2.4032  -0.58
C 1.2648 -2.8273 3.1335  0.39
S 2.5718 -3.1568 3.9387  -0.32
C 1.8275 -2.1963 0.4237  -0.73
C 2.2305 -2.6054 -0.8330  -0.68
C 1.4963 -3.6214 -1.4219  0.10
H 2.2063 -6.2260 -3.6472  0.42
H 0.2848 -7.2294 -2.4938  0.42
H -0.8428 -4.2390 0.9596  0.60
H 2.3991 -1.4263 0.9340  0.62
H 3.1047 -2.1762 -1.3118  0.73
N 3.0823 1.0715 -6.0895  -0.62
C 2.5500 2.0788 -5.3970  -0.32
C 1.9484 1.9285 -4.1567  -0.44
C 1.8942 0.6587 -3.6052  -0.47
C 2.4397 -0.4009 -4.3056  -0.20
C 3.0198 -0.1415 -5.5384  -0.40
H 2.6131 3.0531 -5.8703  0.35
H 1.5329 2.7831 -3.6383  0.42
H 1.4307 0.4948 -2.6425  0.85
H 2.4148 -1.4045 -3.9060  0.51
H 3.4624 -0.9411 -6.1231  0.40
N 5.4866 -3.5497 -1.4279  -0.02
C 6.6808 -3.7259 -0.8505  -0.15
C 7.7739 -4.2863 -1.4929  -0.73
C 7.6286 -4.6914 -2.8109  -0.17
C 6.4033 -4.5196 -3.4310  -1.04
C 5.3769 -3.9474 -2.6972  -0.07
H 6.7553 -3.3981 0.1806  0.47
H 8.7154 -4.4015 -0.9734  0.39
H 8.4599 -5.1333 -3.3459  0.40
H 6.2456 -4.8203 -4.4577  0.42
H 4.3944 -3.7766 -3.1142  0.49
N -3.3112 -3.6992 1.7612  -0.33
C -3.5598 -4.2941 0.5907  0.12
C -4.8210 -4.3619 0.0169  -0.72
C -5.8817 -3.7839 0.6944  -0.32
C -5.6434 -3.1635 1.9108  -0.36
C -4.3459 -3.1484 2.3971  -0.32
H -2.6966 -4.7314 0.0980  0.46
H -4.9648 -4.8537 -0.9356  0.39
H -6.8822 -3.8147 0.2797  0.39
H -6.4462 -2.7006 2.4687  0.41
H -4.1115 -2.6712 3.3427  0.41
N -4.1999 1.8262 1.1602  -0.23
C -5.3822 2.3997 0.9354  -0.17
C -6.4631 1.7415 0.3697  -0.74
C -6.3077 0.4121 0.0151  -0.27
C -5.0867 -0.2036 0.2378  -0.47
C -4.0698 0.5445 0.8119  -0.55
H -5.4573 3.4432 1.2260  0.39
H -7.4008 2.2569 0.2117  0.36
H -7.1282 -0.1380 -0.4299  0.46
H -4.9265 -1.2394 -0.0267  0.54
H -3.0982 0.1037 1.0082  0.57
N 4.8695 -0.4172 1.2078  -0.49
C 4.9015 0.9122 1.3086  -0.54
C 5.4067 1.7469 0.3226  -0.32
C 5.9106 1.1701 -0.8323  -0.73
C 5.8886 -0.2100 -0.9572  -0.10
C 5.3591 -0.9553 0.0851  -0.57
H 4.4985 1.3197 2.2302  0.41
H 5.4048 2.8204 0.4574  0.54
H 6.3144 1.7879 -1.6252  0.41
H 6.2718 -0.6992 -1.8433  0.48
H 5.3158 -2.0339 0.0294  0.98
N 0.8222 0.8697 0.1745  -0.04
C 1.8316 1.6458 -0.2340  -0.32
C 2.1865 2.8386 0.3792  -1.18
C 1.4518 3.2587 1.4763  -0.19
C 0.4031 2.4720 1.9143  -0.49
C 0.1360 1.2953 1.2341  -0.55
H 2.3790 1.2871 -1.0944  0.69
H 3.0166 3.4225 0.0041  0.53
H 1.6948 4.1854 1.9818  0.47
H -0.1971 2.7605 2.7662  0.72
H -0.6767 0.6486 1.5485  0.34
N -3.5899 5.0299 3.8989  -0.61
C -3.3026 4.5574 2.6840  -0.40
C -2.3739 5.1382 1.8327  -0.44
C -1.7081 6.2735 2.2638  -0.40
C -1.9938 6.7809 3.5212  -0.41
C -2.9374 6.1227 4.2948  -0.29
H -3.8470 3.6681 2.3863  1.02
H -2.1780 4.7101 0.8587  0.43
H -0.9756 6.7566 1.6285  0.43
H -1.4964 7.6661 3.8944  0.39
H -3.1908 6.4817 5.2869  0.40
N -6.3823 4.3508 -2.9051  -0.54
C -6.8129 4.4209 -4.1647  -0.24
C -6.7402 3.3683 -5.0641  -0.33
C -6.1852 2.1741 -4.6329  -0.46
C -5.7300 2.0804 -3.3284  -0.29
C -5.8532 3.1926 -2.5092  -0.40
H -7.2365 5.3751 -4.4589  0.37
H -7.1081 3.4820 -6.0747  0.36
H -6.1086 1.3283 -5.3048  0.37
H -5.2894 1.1667 -2.9521  0.44
H -5.5145 3.1665 -1.4846  0.70
N 1.8943 1.9188 4.8247  -0.20
C 1.4349 2.9529 5.5292  -0.20
C 0.8145 2.8245 6.7620  -0.57
C 0.6537 1.5501 7.2860  -0.20
C 1.1197 0.4642 6.5628  -0.60
C 1.7335 0.7077 5.3432  0.10
H 1.5725 3.9281 5.0728  0.38
H 0.4622 3.6975 7.2946  0.38
H 0.1706 1.4065 8.2444  0.37
H 1.0137 -0.5458 6.9348  0.38
H 2.1249 -0.1072 4.7418  0.20

Cartesian forces, eV/Å:
-0.2 -0.2 0.4
-0.1 -0.2 -0.1
0.1 -0.1 0.0
-0.6 0.2 0.7
0.3 0.0 0.0
0.7 -0.2 -0.2
-0.6 -0.8 -0.5
-0.3 -0.1 -0.1
-0.6 0.7 0.9
0.4 -1.5 -0.3
0.6 1.4 0.3
-0.6 -0.4 0.2
0.8 0.6 -0.2
-0.4 0.0 0.1
0.6 -0.3 -1.2
0.0 0.4 -0.1
-0.1 0.2 -0.2
0.1 0.2 0.1
-0.1 -0.1 0.0
-0.1 -0.1 0.0
-0.1 0.0 0.1
0.1 0.0 -0.1
0.0 0.0 0.0
-0.1 0.1 0.0
0.0 0.0 0.0
0.1 0.1 -0.1
0.0 0.0 0.1
0.0 0.0 0.0
-0.1 -0.1 0.0
0.0 0.0 -0.1
0.0 0.0 0.0
0.7 -0.5 -0.2
-0.1 -0.1 -0.1
-0.1 0.0 0.0
0.1 0.0 0.0
0.1 0.0 0.1
-0.4 0.2 0.2
0.1 0.0 0.0
0.0 0.0 0.0
0.0 0.0 0.0
0.0 0.0 0.0
0.2 -0.1 -0.3
-0.2 0.0 -0.1
0.3 0.0 0.1
-0.1 0.1 0.0
-0.1 0.0 0.0
0.0 -0.1 0.0
0.2 0.0 0.1
-0.4 0.1 0.0
0.0 0.0 0.0
0.0 0.0 0.0
0.0 0.0 0.0
-0.1 0.0 0.0
-0.2 -0.2 -0.2
0.1 0.0 0.1
0.0 -0.1 0.1
-0.1 0.0 0.0
0.0 0.1 0.0
0.1 0.1 0.1
-0.1 0.0 -0.1
0.0 0.0 0.0
0.0 0.0 0.0
0.1 0.0 0.0
0.0 -0.1 0.0
0.1 0.2 -0.2
-0.1 -0.1 0.2
0.1 -0.1 -0.1
0.0 0.1 0.0
0.0 0.0 0.0
-0.1 0.1 0.4
0.0 0.1 0.0
0.0 0.0 0.0
0.0 0.0 0.0
0.0 0.0 0.0
-0.2 0.3 0.0
0.3 0.4 -0.1
-0.1 -0.1 0.1
-0.1 0.0 0.0
0.1 0.1 0.0
-0.1 0.0 0.0
-0.2 -0.2 0.0
0.2 0.0 0.0
0.0 0.0 0.0
0.0 0.0 0.0
0.0 0.0 0.0
0.0 0.0 0.1
0.1 0.1 -0.1
-0.2 -0.1 0.2
0.0 0.0 0.0
0.1 0.0 -0.1
0.0 0.0 0.0
-0.1 -0.1 0.1
0.3 0.1 0.1
0.0 -0.1 0.0
0.0 0.0 0.0
0.0 0.0 0.0
0.0 0.1 0.0
0.0 -0.1 -0.1
0.0 0.1 0.1
0.0 0.0 0.0
0.0 -0.1 -0.1
0.0 0.0 0.0
0.0 0.2 -0.1
0.0 0.0 -0.1
0.0 0.0 0.0
0.0 0.0 0.0
0.0 0.0 0.0
0.1 0.0 0.0
0.0 0.2 0.0
0.0 -0.1 -0.1
0.0 -0.1 0.0
0.0 0.0 0.0
0.0 0.1 0.0
0.1 -0.2 -0.2
0.0 0.0 0.1
0.0 0.0 0.0
0.0 0.0 0.0
0.0 0.0 0.0
0.0 -0.1 0.1

# 2
The following is a DFT calculation (ωB97M-V with the def2-TZVPD basis set) of a structure of composition C56H50N8O3P2SY in a non-equilibrium geometry.

Results
charge	+1
HOMO-LUMO gap	6.82	eV
E_HOMO	-0.3603	Eh
calculated total energy	-3947.025383	Eh
relative energy (zero: lowest compared OMol25 entry of this formula, charge and spin)	138.47	kJ/mol

Last column: Mulliken charge in e.
CARTESIAN COORDINATES (ANGSTROEM)
Y 1.0780 0.9089 0.0201  -0.69
O 2.7185 2.8997 -4.9371  -0.70
C 1.8514 1.9608 -5.3362  0.33
C 1.6927 1.7532 -6.7076  -0.72
C 0.8072 0.8096 -7.1819  -0.43
C 0.0575 0.0442 -6.2976  -1.06
C 0.2108 0.2316 -4.9421  -0.33
C 1.1031 1.1806 -4.4365  0.16
C 1.1468 1.3788 -2.9757  0.40
O 0.5251 0.5634 -2.2049  0.71
N 1.7928 2.4463 -2.5341  -0.98
N 1.5644 2.6875 -1.1979  0.41
C 1.7671 3.8863 -0.7557  -0.87
C 1.1962 4.3521 0.4762  0.72
C 1.4945 5.6428 0.9402  -0.90
C 0.8018 6.2211 1.9785  -0.98
C -0.2541 5.5251 2.5629  -0.76
C -0.5599 4.2520 2.1487  -0.32
C 0.1759 3.5977 1.1373  0.20
O -0.1169 2.3621 0.8335  2.78
H 2.6276 3.0066 -3.9615  0.50
H 2.2615 2.3726 -7.3817  0.50
H 0.6802 0.6821 -8.2453  0.43
H -0.6594 -0.6718 -6.6716  0.50
H -0.3802 -0.3320 -4.2328  0.51
H 2.2624 4.6187 -1.4009  0.36
H 2.2875 6.1867 0.4495  0.50
H 1.0528 7.2108 2.3273  0.43
H -0.8397 5.9913 3.3410  0.47
H -1.3724 3.6922 2.5906  0.40
N 2.3045 -1.9496 -3.4328  0.37
C 1.8666 -1.7620 -2.1826  -0.66
N 2.4553 -1.0372 -1.2848  -0.39
C 3.5973 -0.3453 -1.6627  0.04
N 4.1884 0.4466 -0.8299  -1.56
N 3.5458 0.8164 0.2844  0.75
C 4.2440 1.1175 1.3235  -0.94
C 3.5822 1.7301 2.4535  0.72
C 4.3009 2.3254 3.4945  -1.19
C 3.6052 2.9868 4.4922  -0.81
C 2.2222 3.0172 4.4273  -1.57
C 1.5950 2.3481 3.3874  -0.58
N 2.2388 1.7249 2.4155  1.04
C 4.1439 -0.4987 -2.9947  1.00
C 5.2923 0.1734 -3.4199  -0.36
C 5.7234 0.0378 -4.7209  -0.81
C 5.0292 -0.7759 -5.6106  -0.58
C 3.9028 -1.4611 -5.2029  -0.92
C 3.4485 -1.3164 -3.8970  0.12
H 1.7559 -2.4996 -4.0814  0.39
H 0.9502 -2.2687 -1.9044  0.44
H 5.3187 0.9511 1.3521  0.43
H 5.3797 2.2756 3.5135  0.53
H 4.1289 3.4803 5.2967  0.48
H 1.6320 3.5350 5.1649  0.62
H 0.5209 2.3070 3.3424  1.00
H 5.8141 0.7922 -2.7086  0.50
H 6.6024 0.5617 -5.0555  0.43
H 5.3701 -0.8751 -6.6279  0.46
H 3.3721 -2.1020 -5.8885  0.46
C -6.2587 -4.5789 1.6712  -0.81
S -4.6673 -4.9252 2.4760  -0.07
C -4.1428 -3.2124 2.8333  -1.21
C -3.2047 -2.6922 1.7528  0.13
C -2.6936 -1.3045 2.1517  -1.40
N -1.5454 -0.8031 1.4025  0.75
P -1.5940 -0.0335 -0.1557  1.11
C -2.0363 -1.3751 -1.3186  1.18
C -1.5663 -2.6704 -1.1327  -0.94
C -1.8002 -3.6491 -2.0825  -0.66
C -2.4736 -3.3284 -3.2513  -0.82
C -2.9074 -2.0287 -3.4649  -0.66
C -2.6900 -1.0561 -2.5060  -1.27
C -3.1466 0.9301 -0.2147  -0.09
C -4.4094 0.3357 -0.2338  -0.05
C -5.5394 1.1194 -0.3842  -0.83
C -5.4217 2.4951 -0.5197  -0.73
C -4.1692 3.0878 -0.5260  -0.76
C -3.0338 2.3077 -0.3856  -0.49
P 0.0597 -0.9576 1.9869  1.67
C 0.2038 -2.7729 2.2354  0.61
C 0.8127 -3.4905 1.2091  -0.73
C 0.7232 -4.8717 1.1710  -0.42
C 0.0164 -5.5420 2.1544  -0.79
C -0.5279 -4.8404 3.2188  -0.54
C -0.4236 -3.4601 3.2711  -0.85
C 0.0321 -0.3996 3.7209  0.26
C 1.1162 -0.7696 4.5152  -0.65
C 1.2576 -0.2528 5.7881  -0.80
C 0.3203 0.6458 6.2772  -0.74
C -0.7506 1.0291 5.4883  -0.54
C -0.8936 0.5149 4.2111  -0.45
H -6.5949 -5.5028 1.2170  0.37
H -6.1210 -3.8192 0.9078  0.19
H -6.9683 -4.2519 2.4268  0.26
H -3.6301 -3.2503 3.7933  0.38
H -5.0342 -2.5947 2.9387  0.55
H -3.7181 -2.6633 0.7900  0.25
H -2.3760 -3.3926 1.6577  -0.25
H -2.4003 -1.3522 3.2066  0.64
H -3.5216 -0.5926 2.0613  0.77
H -1.0362 -2.9152 -0.2227  -0.08
H -1.4589 -4.6601 -1.9043  0.56
H -2.6585 -4.0894 -3.9939  0.44
H -3.4204 -1.7675 -4.3789  0.51
H -3.0377 -0.0460 -2.6691  0.52
H -4.4980 -0.7395 -0.1631  0.43
H -6.5180 0.6616 -0.4146  0.46
H -6.3049 3.1055 -0.6384  0.41
H -4.0774 4.1566 -0.6531  0.49
H -2.0509 2.7591 -0.4237  0.17
H 1.3546 -2.9507 0.4401  0.53
H 1.1771 -5.4208 0.3600  0.51
H -0.1056 -6.6122 2.1005  0.42
H -1.0675 -5.3665 3.9906  0.49
H -0.8398 -2.9154 4.1073  0.41
H 1.8415 -1.4727 4.1259  0.50
H 2.0923 -0.5555 6.3998  0.49
H 0.4265 1.0458 7.2742  0.44
H -1.4826 1.7278 5.8658  0.47
H -1.7219 0.8272 3.5921  0.30

Cartesian forces, eV/Å:
1.0 -1.7 -0.2
0.1 0.1 -0.2
0.0 -0.1 0.2
0.1 0.0 0.0
0.1 0.1 0.1
-0.2 -0.2 0.0
0.1 0.0 0.1
0.0 -0.1 0.0
0.1 0.4 0.3
-0.2 0.4 0.2
0.3 0.3 -0.6
0.3 1.3 -0.5
0.0 -0.3 -0.6
-0.4 -0.4 0.6
0.0 -0.1 0.0
0.1 0.1 0.0
0.0 -0.1 -0.1
0.0 -0.3 -0.3
0.0 1.1 0.2
-0.6 0.8 0.5
-0.1 -0.1 0.1
0.1 0.1 -0.1
0.0 0.0 -0.1
0.0 -0.1 0.0
0.0 0.0 0.0
-0.1 -0.1 0.0
0.1 0.1 -0.1
0.0 0.1 0.0
0.0 0.0 0.1
-0.1 0.0 0.1
-0.3 -0.2 0.1
0.0 -0.3 -0.3
0.1 0.1 0.1
-0.1 0.1 0.9
1.3 0.1 -0.9
-0.3 -0.1 1.1
0.1 -0.4 -1.0
-0.3 0.3 0.8
-0.1 -0.3 -0.4
-0.3 0.1 -0.1
0.3 -0.1 0.0
-0.2 0.1 0.2
0.3 0.0 -0.2
-0.1 -0.3 -0.4
-0.2 -0.1 -0.1
0.0 0.0 0.1
-0.2 -0.1 0.1
-0.1 0.0 0.0
0.6 0.5 0.2
0.0 0.1 0.2
-0.1 0.0 -0.2
0.0 0.1 -0.2
0.1 0.0 -0.1
0.1 0.0 0.1
-0.1 0.0 0.1
0.0 0.1 0.0
0.0 0.1 0.0
0.1 0.1 0.0
0.0 0.0 -0.1
-0.1 -0.1 -0.1
0.4 0.0 0.3
-0.1 0.2 0.0
0.0 -0.6 -0.3
0.0 0.2 0.1
-0.2 -0.4 0.0
0.4 0.5 -0.3
-1.1 -1.0 0.6
0.3 0.2 -0.1
0.0 0.2 0.2
0.0 -0.1 -0.1
0.0 0.0 -0.1
0.0 0.0 -0.1
0.0 0.0 0.1
0.5 0.1 -0.1
0.1 0.1 0.0
-0.1 -0.1 0.0
0.1 0.1 0.0
-0.1 0.1 0.0
0.1 0.0 0.1
-0.9 -1.0 0.7
0.3 0.4 -0.2
0.1 0.0 0.1
0.0 0.0 -0.1
0.0 0.0 0.0
-0.1 0.1 0.1
0.1 0.0 0.0
0.1 0.2 -0.2
-0.1 -0.1 -0.1
0.0 0.0 0.1
0.0 0.0 0.1
-0.1 0.0 0.1
0.0 -0.2 -0.1
-0.1 -0.1 -0.1
-0.1 0.0 -0.1
-0.1 0.0 -0.1
0.0 0.1 0.1
0.0 0.0 0.1
0.0 0.0 0.0
0.0 0.0 -0.1
-0.1 0.1 -0.1
0.2 0.1 0.2
-0.1 -0.1 0.0
0.0 -0.1 0.0
0.0 -0.1 -0.1
-0.1 0.0 -0.1
0.0 0.1 -0.1
-0.1 -0.1 0.0
0.0 -0.1 0.0
-0.1 0.0 0.0
0.0 0.1 0.0
0.0 0.0 0.1
0.0 0.0 -0.1
0.1 -0.1 -0.1
0.0 -0.1 0.0
0.0 -0.1 0.1
-0.1 0.0 0.0
0.1 0.0 0.0
0.1 0.0 0.1
0.0 0.0 0.1
-0.1 0.1 0.1
-0.1 0.1 -0.1

> What is the formula in the second record?

C56H50N8O3P2SY

> The highest calculated total energy belongs to which entry?

C56H50N10O2S

> Among the records above, which one has the lowest E_HOMO?

C56H50N8O3P2SY